Entry 1:
C28H29N6NaO6Se2 | the ωB97M-V functional and the def2-TZVPD basis

Its max |F| is 1.19 eV/A. The charge is -2. As for the HOMO-LUMO gap: 6.169 eV. As for the HOMO energy: -2.330 eV. The calculation puts the LUMO energy at 0.14105 hartree. As for the energy above the lowest of the compared OMol25 structures with the same formula, charge and spin: 25.7 kcal/mol.

Geometry as XYZ:
```
72
Properties=species:S:1:pos:R:3:forces:R:3
Na -0.11840 1.02111 0.55603 0.22 -0.02 -1.17
O 3.02457 4.09689 1.02319 0.00 0.04 -0.01
C 2.31359 3.12487 0.65405 0.05 -0.05 -0.09
N 1.01875 3.03281 0.52749 0.02 0.19 0.22
C 0.29141 4.20801 0.92606 0.00 -0.03 -0.08
C -1.20305 3.96278 0.95819 0.00 0.02 -0.03
C -1.99404 4.57476 1.93023 0.00 -0.01 0.02
C -3.36249 4.37860 1.91280 -0.02 0.00 0.00
C -3.91329 3.57836 0.92340 0.00 0.03 0.03
C -3.05701 2.99988 -0.00084 0.04 -0.06 0.01
N -1.73663 3.18236 0.01557 0.10 0.11 0.02
C 3.05327 1.85099 0.24154 -0.07 -0.02 -0.03
C 4.44318 1.88800 0.13446 0.03 0.01 0.00
C 5.11876 0.75814 -0.28690 0.01 0.00 -0.01
C 4.39195 -0.38684 -0.58721 0.02 0.04 -0.01
C 3.01389 -0.34064 -0.43799 0.01 0.01 0.05
N 2.35606 0.74369 -0.03501 0.08 0.04 0.11
H 0.46978 5.04460 0.22768 0.02 0.01 0.00
H 0.61668 4.58199 1.90551 -0.01 0.00 0.02
H -1.52391 5.17251 2.70148 0.00 0.01 -0.01
H -3.99163 4.83269 2.67068 0.00 0.00 0.00
H -4.97670 3.38414 0.87478 0.00 -0.01 -0.01
H -3.44514 2.35336 -0.78264 0.01 0.00 -0.02
H 4.93772 2.81537 0.38828 0.00 0.00 -0.01
H 6.19916 0.76600 -0.38581 0.00 0.00 0.01
H 4.87523 -1.29464 -0.92715 0.00 -0.01 0.01
H 2.39501 -1.20604 -0.65372 0.04 0.12 0.10
O -5.64508 -2.32258 1.53006 -0.03 0.00 -0.05
C -4.51355 -1.63978 1.14175 0.03 0.04 -0.02
C -4.35912 -1.16509 -0.14732 -0.04 -0.06 0.08
C -3.17989 -0.50928 -0.48413 -0.04 -0.19 -0.19
N -2.20828 -0.27798 0.39983 -0.08 -0.01 0.25
C -2.39268 -0.70100 1.66237 -0.06 0.01 0.05
C -3.51372 -1.41291 2.06973 0.00 0.01 -0.07
C -1.33694 -0.36549 2.74976 -0.02 0.10 0.05
O -1.34759 -1.10293 3.75044 -0.03 -0.06 0.00
O -0.61519 0.63377 2.52269 -0.25 -0.31 0.72
C -3.03802 -0.04516 -1.94618 0.22 0.58 0.27
O -4.01405 0.61569 -2.36848 0.03 -0.28 -0.06
O -1.96898 -0.33035 -2.52405 -0.19 -0.34 -0.06
H -6.23383 -2.34905 0.76765 0.03 -0.01 0.04
H -5.13053 -1.27335 -0.90150 -0.01 0.00 -0.01
H -3.57315 -1.75619 3.09174 0.00 -0.01 0.01
C 1.52045 2.97097 -2.81073 0.00 -0.04 0.03
Se 0.11022 1.63179 -2.76157 -0.04 0.09 0.10
C 1.21603 0.29831 -3.66358 0.03 0.11 -0.04
C 0.52080 -1.03425 -3.86869 0.11 -0.12 -0.03
Se 0.42135 -2.11817 -2.24214 -0.34 0.15 -0.30
C 2.15072 -2.98353 -2.50037 0.01 0.01 -0.05
H 1.11004 3.88584 -2.38820 0.00 0.00 0.02
H 1.83985 3.14670 -3.83882 0.02 0.04 -0.01
H 2.36376 2.65876 -2.19728 0.04 0.01 -0.02
H 2.13036 0.16962 -3.07714 0.00 0.02 0.01
H 1.49412 0.73446 -4.62844 0.01 -0.09 -0.03
H 1.08786 -1.63072 -4.58759 -0.04 -0.04 -0.05
H -0.49864 -0.91051 -4.22783 0.00 0.01 0.11
H 2.17768 -3.50658 -3.45605 0.03 -0.04 0.00
H 2.27558 -3.70325 -1.69168 0.03 -0.01 0.03
H 2.96091 -2.25493 -2.45437 0.02 -0.04 -0.05
N 1.25012 -5.89310 2.80473 -0.03 0.00 0.06
C 0.97328 -4.65563 2.21239 0.01 0.00 -0.02
C 1.81330 -3.56356 2.40197 0.00 -0.02 0.01
C 1.47653 -2.35477 1.81496 -0.06 -0.02 0.07
N 0.39730 -2.17117 1.06196 0.11 0.06 0.15
C -0.41528 -3.21119 0.91243 -0.01 0.00 -0.07
C -0.17698 -4.46298 1.45525 0.00 -0.01 0.00
H 2.22466 -6.04744 3.00677 0.00 -0.01 -0.02
H 0.82808 -6.67996 2.33854 0.02 0.01 -0.01
H 2.70442 -3.64916 3.01331 0.01 0.01 -0.01
H 2.10354 -1.48291 1.96785 0.00 0.01 0.00
H -1.30597 -3.03213 0.31807 0.01 -0.01 -0.02
H -0.88021 -5.27254 1.29778 -0.01 0.01 0.00
```
Positions in Å, forces in eV/Å.

Entry 2:
C21H24N2O3 | the ωB97M-V functional and the def2-TZVPD basis

Its max |F| is 16.99 eV/A. As for the HOMO-LUMO gap: 8.296 eV. As for the HOMO energy: -8.237 eV. The calculation puts the LUMO energy at 0.00217 hartree. As for the energy above the lowest of the compared OMol25 structures with the same formula, charge and spin: 388.7 kcal/mol.

Geometry as XYZ:
```
50
Properties=species:S:1:pos:R:3:forces:R:3
C -4.25911 -1.70512 -2.32763 -1.23 -0.06 -4.19
C -3.30507 -1.61383 -1.18812 -3.68 1.70 1.74
C -2.23226 -2.38762 -1.03033 -1.82 -4.63 -5.61
C -1.51951 -2.41682 0.07801 6.35 -7.72 -3.29
C -1.79251 -1.58225 0.91124 -3.14 10.06 13.33
C -2.97582 -0.65522 0.97147 1.89 -1.45 -0.30
C -3.80925 -0.78358 -0.03678 -0.47 1.26 -5.99
H -4.58018 0.03605 -0.43842 1.28 -2.03 1.73
H -3.19388 0.17343 1.60340 0.70 -0.08 1.32
C -0.97185 -1.36954 2.28983 -10.21 1.95 0.91
O -1.55771 -0.98977 3.42400 2.82 -2.16 -4.65
N 0.25094 -1.36718 2.09146 9.14 -2.48 3.24
C 1.25822 -1.44344 1.02840 -3.58 2.72 2.15
C 2.54739 -1.53912 1.30569 0.54 -0.82 -2.95
C 3.54941 -1.39016 0.17856 -2.79 0.06 6.22
C 4.78094 -1.87718 0.39300 1.08 2.30 -6.46
C 5.48187 -1.44360 -0.82920 -4.69 2.86 0.06
C 4.44936 -0.55812 -1.37434 14.26 -0.40 -8.16
O 3.45239 -0.44161 -0.80913 -11.01 -1.66 7.85
H 4.45940 0.15395 -2.21851 0.98 -0.76 -0.04
H 6.40042 -1.43641 -1.32161 1.52 -0.60 -0.01
H 5.18836 -2.41947 1.12360 0.92 -2.18 2.79
H 2.84629 -2.03710 2.21314 0.37 0.05 0.12
C 0.71689 -0.54249 0.03769 0.43 -2.51 -13.46
O 0.53720 -1.06804 -1.37991 0.40 0.15 7.43
N 0.80695 0.77832 -0.09613 -1.63 -4.35 0.66
C 1.16907 1.30689 1.08929 0.85 8.18 3.90
H 2.27724 1.51163 1.19478 -0.83 -1.34 0.25
C 0.78989 2.95121 1.12633 0.95 -3.49 -0.67
C -0.58933 3.27557 1.07218 -4.38 3.25 0.48
C -1.41258 2.55870 -0.02070 -0.48 -4.19 2.12
C -0.81062 2.28377 -1.47358 1.05 1.64 3.31
H -0.53749 3.33880 -1.73538 0.08 -1.15 -0.74
C 0.49392 1.34397 -1.35041 1.75 7.83 0.16
H 0.44260 0.63942 -2.10171 0.65 -1.22 -1.17
H 1.43401 2.29959 -1.48519 -2.32 -3.32 -0.01
H -1.47554 1.83214 -2.17717 -0.73 -0.04 -0.17
H -2.41894 2.90424 0.17685 -0.43 0.50 -1.29
H -1.57433 1.49422 0.46394 0.43 1.48 -1.07
H -0.85768 4.49639 0.83293 1.34 -2.97 0.96
H -0.95396 3.10142 2.16393 -0.49 0.14 -2.07
H 1.21280 3.48854 0.37623 1.96 0.75 -2.95
H 1.22888 3.41184 1.92007 1.33 0.68 2.89
H 0.60268 0.94465 1.99895 1.12 -0.08 -1.13
H 0.69532 -1.57225 3.01879 -0.07 0.82 -0.81
H -0.59993 -3.14021 0.21818 -2.00 1.45 -0.45
H -2.10984 -3.34445 -1.70422 -0.03 2.40 0.56
H -4.60860 -2.84913 -2.45609 0.43 2.74 0.20
H -3.67838 -1.43975 -3.40564 -1.54 -0.77 2.85
H -5.24804 -0.91124 -2.34169 2.92 -2.50 0.43
```
Positions in Å, forces in eV/Å.

Entry 3:
C7H14N2 | the ωB97M-V functional and the def2-TZVPD basis

Its max |F| is 1.85 eV/A. As for the HOMO-LUMO gap: 7.980 eV. As for the HOMO energy: -6.952 eV. The calculation puts the LUMO energy at 0.03780 hartree. As for the energy above the lowest of the compared OMol25 structures with the same formula, charge and spin: 71.7 kcal/mol.

Geometry as XYZ:
```
23
Properties=species:S:1:pos:R:3:forces:R:3
C -1.04399 -0.33900 -0.56864 -0.30 1.73 -0.58
C -1.55456 0.99797 -1.03100 -0.03 -0.89 0.04
C -1.84771 1.16151 0.42387 -0.84 -0.58 -0.46
C 2.50980 -0.45970 0.90178 0.10 -0.07 -0.38
C 1.00078 1.55518 0.60404 -1.62 0.44 0.24
C 0.32680 -0.68540 -0.26352 1.38 0.39 0.95
C 1.27017 0.14947 0.29128 -0.65 -1.16 -0.28
N -1.86144 -1.40587 -0.90974 -0.11 0.13 0.56
N 0.55795 -2.09373 -0.33479 -0.13 0.10 -0.04
H -1.76736 -2.22372 -0.32095 -0.12 0.07 -0.07
H -2.80650 -1.16997 -1.16824 0.04 -0.02 0.11
H 1.47323 -2.38724 -0.03263 0.02 0.17 -0.06
H 0.36242 -2.45644 -1.26075 0.00 -0.04 0.11
H -2.38994 0.92044 -1.73439 0.11 0.06 -0.07
H -0.78775 1.65658 -1.42904 -0.12 -0.02 0.08
H -1.73988 2.14932 0.84827 0.50 -0.05 0.24
H -2.74857 0.69941 0.81140 -0.12 -0.18 -0.35
H 2.27528 -1.25063 1.62302 -0.05 0.03 -0.01
H 3.14870 -0.90309 0.13108 0.11 -0.01 0.08
H 1.85196 2.05179 1.06790 -0.28 -0.05 0.34
H -0.02482 1.57166 1.16897 1.78 -0.02 -0.11
H 0.70098 2.16787 -0.24529 0.32 0.00 -0.26
H 3.09443 0.29356 1.42736 0.01 -0.02 -0.06
```
Positions in Å, forces in eV/Å.

Entry 4:
C4H10FN2 | the ωB97M-V functional and the def2-TZVPD basis

Its max |F| is 4.09 eV/A. The charge is +1. As for the HOMO-LUMO gap: 6.382 eV. As for the HOMO energy: -12.145 eV. The calculation puts the LUMO energy at -0.21179 hartree. As for the energy above the lowest of the compared OMol25 structures with the same formula, charge and spin: 55.3 kcal/mol.

Geometry as XYZ:
```
17
Properties=species:S:1:pos:R:3:forces:R:3
C -0.96498 -0.48207 -1.21086 2.39 -0.24 0.41
C 0.66161 1.24521 1.67676 -1.17 -0.91 -1.14
C 1.42297 -1.10907 0.76544 1.15 0.48 -2.26
C 1.29709 0.36930 0.68023 -0.93 -0.40 -0.81
N -0.92348 -0.00899 -2.44402 -3.18 0.89 0.60
N -2.08473 -0.31755 -0.58564 -3.62 0.58 1.81
F 1.72746 0.99141 -0.35360 0.31 -0.69 0.31
H 1.45982 1.32985 2.42856 -0.15 0.63 0.19
H -0.13689 0.56395 2.15703 0.92 1.58 -0.59
H 0.31661 2.20787 1.11398 0.60 -1.63 1.66
H 1.03874 -1.60196 -0.19310 0.32 0.99 1.36
H 0.92775 -1.44421 1.62073 -0.87 -0.64 1.23
H 2.48016 -1.40976 0.83277 0.03 0.31 0.04
H -0.19240 -0.25254 -3.04938 0.70 -0.07 -0.94
H -1.83619 0.42692 -2.77828 1.76 -0.66 -0.38
H -2.23426 -0.51694 0.45916 0.39 0.23 -2.70
H -2.95927 0.00858 -1.11979 1.33 -0.45 1.20
```
Positions in Å, forces in eV/Å.